{
  "formula": "C4H9NS",
  "method": "wB97M-V/def2-TZVPD",
  "spin_multiplicity": 1,
  "total_charge": 0,
  "e_above_lowest_kj_mol": 329.3,
  "gap_ev": [8.156, 7.335],
  "energy_ha": -610.628279,
  "species": ["S", "N", "C", "C", "C", "C", "H", "H", "H", "H", "H", "H", "H", "H", "H"],
  "coordinates": [[-2.398, -0.846, -0.188], [-2.105, 0.570, 0.538], [0.917, -1.659, 0.289], [0.305, 0.767, -0.234], [-1.202, 1.448, -0.239], [0.282, -0.696, -0.617], [0.120, -0.952, -1.591], [-1.878, 0.618, 1.541], [1.074, 1.143, -0.852], [1.781, -2.149, -0.097], [-1.002, 2.424, 0.052], [0.549, 1.061, 0.863], [-1.657, 1.467, -1.166], [1.173, -1.209, 1.194], [0.169, -2.407, 0.525]]
}